Entry i
The following is a quantum chemistry calculation of a 2-piece molecular cluster, C3H3N3O overall, from the Open Molecules 2025 dataset.

Positions of all 10 atoms, in Å:
N 2.063 -0.031 0.169
C 0.893 -0.333 0.057
N 0.885 2.595 -0.516
N 0.059 2.267 0.134
O -2.116 0.416 0.717
C -1.663 -0.623 0.293
C -0.272 -0.955 -0.029
H 2.597 0.172 -0.668
H -2.317 -1.506 0.135
H -0.081 -1.981 -0.323

## Properties
Net charge: 0
HOMO (eV): -9.70
Orbital gap (eV): 10.0

These are the natural (NBO) partial charges, in e, on atoms 1 to 6:
1. N -0.611
2. C 0.524
3. N -0.016
4. N 0.025
5. O -0.522
6. C 0.410

Entry ii
The following is a quantum chemistry calculation of one molecule with the formula C3H3N3O, from the Open Molecules 2025 dataset.

Positions of all 10 atoms, in Å:
O -0.642 1.579 1.162
C -0.357 0.541 0.385
C -0.899 0.301 -0.888
N -0.418 -0.665 -1.649
N 0.671 -1.371 -1.262
C 1.064 -1.151 -0.004
N 0.498 -0.302 0.856
H -0.083 1.459 1.957
H -1.739 0.896 -1.225
H 1.904 -1.285 0.678

## Properties
Net charge: 0
HOMO (eV): -9.90
Orbital gap (eV): 10.0

These are the natural (NBO) partial charges, in e, on atoms 1 to 6:
1. O -0.635
2. C 0.508
3. C -0.086
4. N -0.155
5. N -0.262
6. C 0.192

Tell me which of them is the most stable. Sure, it is entry i.

Entry i
The following is a quantum chemistry calculation of one molecule with the formula C3H3N3O, from the Open Molecules 2025 dataset.

Positions of all 10 atoms, in Å:
C 1.819 0.047 0.020
C -0.560 0.733 -0.186
C -1.674 -0.128 -0.011
H 1.894 1.184 0.296
H -0.399 1.861 -0.145
H -2.761 0.110 0.364
N 0.419 -0.166 -0.139
N -1.289 -1.410 -0.057
N -0.007 -1.395 -0.076
O 2.560 -0.837 -0.064

## Properties
Net charge: 0
HOMO (eV): -10.10
Orbital gap (eV): 10.2

These are the natural (NBO) partial charges, in e, on atoms 1 to 6:
1. C 0.579
2. C -0.111
3. C -0.105
4. H 0.118
5. H 0.247
6. H 0.229

Entry ii
The following is a quantum chemistry calculation of a 2-piece molecular cluster, C3H3N3O overall, from the Open Molecules 2025 dataset.

Positions of all 10 atoms, in Å:
N 1.971 -0.382 0.853
C 1.145 -0.370 -0.054
N -0.727 0.775 -1.080
N -1.337 1.047 -2.092
O -1.828 -0.844 2.639
C -1.496 -0.030 1.922
C 0.178 -0.370 -0.942
H 2.877 0.024 0.613
H -0.816 1.308 -0.191
H 0.032 -1.157 -1.669

## Properties
Net charge: 0
HOMO (eV): -8.20
Orbital gap (eV): 8.8

These are the natural (NBO) partial charges, in e, on atoms 1 to 6:
1. N -0.594
2. C 0.394
3. N -0.235
4. N -0.232
5. O -0.486
6. C 0.490

Tell me which of them is the most stable. Sure, it is entry i.

Entry i
The following is a quantum chemistry calculation of C3H3N3O as an isolated structure, from the Open Molecules 2025 dataset.

Positions of all 10 atoms, in Å:
N -1.195 -0.080 -0.727
C -0.640 0.278 0.412
N -0.478 0.303 -1.818
N 0.526 0.893 -1.339
O 0.463 -1.888 0.697
C 0.578 -0.768 1.060
C 0.543 0.878 0.035
H -1.980 -0.681 -0.916
H 0.983 -0.483 2.033
H 1.199 1.549 0.564

## Properties
Net charge: 0
HOMO (eV): -9.88
Orbital gap (eV): 10.1

These are the natural (NBO) partial charges, in e, on atoms 1 to 6:
1. N -0.370
2. C -0.038
3. N 0.021
4. N -0.227
5. O -0.504
6. C 0.417

Entry ii
The following is a quantum chemistry calculation of one molecule with the formula C3H3N3O, from the Open Molecules 2025 dataset.

Positions of all 10 atoms, in Å:
C -0.563 0.593 -0.999
C 0.366 -0.119 -0.361
C 0.153 -0.969 0.884
H -2.345 1.394 -0.515
H -0.396 1.073 -1.932
H -0.757 -1.383 1.458
N 1.353 -1.085 1.468
N 2.378 -0.214 0.692
N 1.699 0.273 -0.300
O -1.887 0.438 -0.394

## Properties
Net charge: 0
HOMO (eV): -10.02
Orbital gap (eV): 8.9

These are the natural (NBO) partial charges, in e, on atoms 1 to 6:
1. C 0.267
2. C -0.070
3. C -0.014
4. H 0.497
5. H 0.212
6. H 0.253

Tell me which of them is the most stable. Sure, it is entry ii.